This record from OMol25 describes a structure of composition C16H16IKN4OS2Se. The level of theory is wB97M-V/def2-TZVPD.

Geometry as XYZ:
```
42
Properties=species:S:1:pos:R:3:forces:R:3:lowdin_charge:R:1
N -0.777512 2.750861 -2.395860 -0.3 0.1 0.5 0.125
C -4.605736 0.335150 0.390551 0.0 0.0 0.0 -0.162
H 2.275636 5.228719 -4.305755 0.0 0.0 0.0 0.105
C 1.618448 2.458194 -5.029352 0.0 0.0 0.0 -0.059
H -4.319772 1.327180 2.339390 0.0 0.0 0.0 0.114
C -1.596720 -1.947293 2.527239 0.0 -0.1 0.0 -0.843
H -3.062971 0.164546 1.896238 0.0 0.0 0.0 0.065
H -2.987792 -0.478042 -0.783429 0.0 0.0 0.0 0.060
C -3.654084 0.385440 -0.791738 0.1 0.1 0.0 -0.204
C -0.242718 2.056789 -3.422304 0.0 -0.2 0.0 -0.809
I 2.917290 2.526825 -1.193498 0.2 -0.1 0.1 -0.289
C -0.380794 5.051097 -1.424726 0.0 0.0 -0.1 -0.015
K 0.680724 0.326904 0.239570 0.0 0.0 -0.1 0.237
C -1.251089 -0.971616 3.427167 0.0 0.0 0.0 -0.848
C 1.334653 6.253061 -2.653074 0.0 0.0 0.0 -0.108
H -5.489023 0.955266 0.206027 0.0 0.0 0.0 0.103
H 1.944829 7.141270 -2.756031 0.0 0.0 0.0 0.091
H -4.142826 0.474174 -1.762783 0.0 0.0 0.0 0.113
S -1.269756 -2.011970 0.815683 0.0 0.0 0.1 0.399
C 1.521048 5.195380 -3.531789 -0.1 0.0 0.0 -0.048
C 0.401532 6.181202 -1.617127 0.0 0.0 0.0 -0.104
H -1.083698 4.979681 -0.605345 0.0 0.0 0.0 0.112
H 0.300589 7.016673 -0.936249 0.0 0.0 0.0 0.093
C -2.345638 -3.074574 3.023164 0.0 0.0 0.0 -0.347
H 2.628618 2.519012 -4.621030 0.0 0.0 0.0 0.071
H -1.457550 2.357654 -1.731350 0.0 -0.1 -0.4 0.125
C -3.743919 0.921079 1.507974 0.0 0.0 0.0 -0.161
H -4.925535 -0.684515 0.603976 0.0 0.0 0.0 0.113
N -1.968996 -1.274394 5.902770 0.0 0.0 0.0 0.102
C 0.734320 4.074477 -3.340402 -0.1 0.1 0.0 -0.267
C -1.660595 -1.158095 4.796501 0.0 0.0 0.0 -0.347
C -0.200434 4.002448 -2.309722 0.0 0.2 0.0 -0.234
H -1.928403 2.063371 1.200575 0.0 0.0 0.0 0.068
N -2.948545 -3.991928 3.380446 0.0 0.0 0.0 0.102
H 1.393565 1.428398 -5.295167 0.0 0.0 0.0 0.032
C -2.937229 1.993543 0.790111 -0.1 -0.1 -0.1 -0.197
O -2.872463 1.581949 -0.590603 0.2 0.2 -0.1 -0.210
Se -0.727253 0.354084 -3.907683 0.1 0.0 0.0 0.537
S -0.376501 0.509481 3.143136 0.0 -0.1 0.0 0.381
H -3.418555 2.978346 0.821202 0.0 0.0 0.0 0.110
H 1.518089 3.095630 -5.910815 0.0 0.0 0.0 0.088
N 0.681048 2.862919 -4.009439 -0.1 0.0 0.0 -0.095
```
Positions in Å, forces in eV/Å.

Properties
**LUMO level**: 0.15200 Eh
**2S+1**: 1
**Total charge**: -2
**Orbital gap**: 5.18 eV
**HOMO energy**: -1.04 eV



This record from OMol25 describes a structure of composition C16H16IMnN4O2Te. The level of theory is wB97M-V/def2-TZVPD.

Geometry as XYZ:
```
41
Properties=species:S:1:pos:R:3:forces:R:3:lowdin_spin:R:1
H -0.576252 -3.589895 -2.291439 0.0 0.0 0.0 0.001
O -0.421176 -0.818937 -2.969400 -0.1 -0.2 -0.1 0.111
H 0.432064 -4.287570 2.444451 0.0 0.0 0.0 0.001
H 1.509662 -2.302856 3.264632 0.0 0.0 0.0 0.001
H -1.634825 1.775467 -4.676160 0.0 0.0 0.0 0.002
H 0.721103 -0.720796 3.451126 0.0 0.0 0.0 0.000
Mn -0.281847 -0.572994 -1.094748 -0.2 0.3 -0.3 4.077
H 0.640279 6.601019 2.630428 0.0 0.0 0.0 0.000
H -0.226288 -2.216929 3.574342 0.0 0.0 0.0 0.001
C 0.668073 4.507412 3.106779 0.0 0.0 0.0 0.000
H -0.015848 3.895835 -0.639913 0.0 0.0 0.0 0.000
C 0.546119 5.592067 2.246690 0.0 0.0 0.0 0.000
H -1.529355 1.602177 -2.817275 0.0 0.0 0.0 0.003
C 0.301861 5.381506 0.897376 0.0 0.0 0.0 0.000
C 0.167781 1.619543 0.686583 0.0 0.3 0.3 0.005
I -2.914432 -0.717970 -0.429411 -0.1 0.0 0.0 0.009
N -0.575606 -0.614979 -5.211183 0.0 0.0 0.0 -0.003
H 0.205825 6.225545 0.225466 0.0 0.0 0.0 0.000
N 0.246424 -0.569930 0.922926 0.1 0.2 0.3 -0.008
C -0.353462 -3.808993 -1.253667 0.0 0.0 0.1 0.004
C 0.338927 -1.659175 1.593033 -0.1 -0.5 -0.2 0.021
C 0.178231 4.089111 0.406682 0.0 0.1 0.0 0.000
C 0.548645 3.215531 2.616831 0.0 0.1 0.0 0.000
C -0.293738 -5.103256 -0.756724 0.0 0.0 -0.2 0.005
C -0.799090 -0.009976 -3.950104 0.1 -0.1 0.1 0.010
H 0.203713 -1.255386 -5.137252 0.0 0.0 0.0 0.001
C 0.303990 3.003074 1.264150 0.0 -0.2 -0.2 0.002
C 0.209152 -4.173452 1.394167 0.0 -0.2 -0.2 0.004
H 0.855474 4.669433 4.161211 0.0 0.0 0.0 0.000
H -0.407398 0.065220 -5.938389 0.0 0.0 0.0 0.000
C -0.008672 -5.280970 0.586126 0.0 0.1 0.2 -0.001
H 0.043450 -6.276173 1.009989 0.0 0.0 0.0 0.000
O -0.159410 1.507090 -0.518818 0.0 -0.1 0.1 0.059
C -1.346463 1.204861 -3.803901 0.0 0.0 0.0 0.025
H -0.471928 -5.942557 -1.414601 0.0 0.0 0.0 0.001
N 0.404597 0.629449 1.550377 0.0 -0.2 -0.3 -0.003
C 0.604027 -1.726912 3.059912 0.0 0.1 0.0 0.002
N -0.147113 -2.753422 -0.481918 0.0 -0.1 0.0 0.047
Te 2.263142 -0.628205 -1.793475 0.2 0.0 0.0 0.620
H 0.640497 2.359389 3.269837 0.0 0.0 0.0 0.000
C 0.129865 -2.912385 0.815250 0.1 0.5 0.3 0.004
```
Positions in Å, forces in eV/Å.

Properties
**LUMO level (alpha / beta)**: 0.06741 / 0.06297 Eh
**2S+1**: 6
**Total charge**: -1
**Orbital gap (alpha / beta)**: 6.19 / 6.12 eV
**HOMO energy (alpha / beta)**: -4.35 / -4.41 eV



This record from OMol25 describes a structure of composition C16H16InN7O11P2S3 in a non-equilibrium geometry. The level of theory is wB97M-V/def2-TZVPD.

Geometry as XYZ:
```
56
Properties=species:S:1:pos:R:3:forces:R:3:lowdin_charge:R:1
N -0.143216 4.021656 -6.114089 -1.0 -1.2 0.9 0.101
C 0.204615 -2.808699 3.229005 0.9 0.9 -0.1 -0.082
O -3.817600 2.600848 2.294390 -2.5 -0.3 0.9 -0.111
O 0.373156 0.816209 3.649049 0.3 0.1 -1.1 -0.117
H 1.142077 0.274821 3.339028 -0.6 0.3 0.2 0.070
O -1.533688 2.267746 2.928685 1.4 0.2 -1.2 -0.248
C -0.926337 -3.503878 1.233249 0.6 -0.8 -1.7 -0.049
S 0.045408 2.795766 -2.176835 -0.4 -0.9 -0.2 0.640
N 3.455485 2.231400 0.296324 0.3 0.0 1.7 0.013
H 3.904454 1.573017 -0.284669 0.3 -0.9 -0.5 0.061
H -0.156135 -4.175696 -3.596383 -0.4 0.5 0.2 0.101
O -1.153718 0.185853 1.649231 0.2 -0.4 0.4 -0.312
H 2.127474 3.308397 -0.773285 0.5 1.0 -0.2 0.038
C 0.170834 -2.900739 1.852138 -0.4 0.7 -0.4 -0.291
N -2.823954 -4.583324 4.127511 -2.0 -0.8 1.9 0.073
S -2.035224 0.649493 -2.638602 1.6 0.5 0.3 0.577
C 3.213354 4.718203 0.510730 0.4 0.5 -1.1 -0.442
In -0.846355 0.950680 -0.309821 0.2 0.1 -2.3 0.564
C -0.745110 1.923281 -4.731564 -0.9 0.1 2.3 -0.409
O -2.305571 2.436465 0.318678 0.4 0.7 3.3 -0.397
H -0.715969 -3.146942 5.016765 -0.4 -0.2 1.0 0.097
N 0.099521 -2.890825 -2.030656 1.1 1.6 1.4 0.111
H -2.971936 -4.166442 5.062683 -0.1 -0.7 -1.1 0.106
H 1.222967 -0.328429 -4.597543 -0.1 0.5 -0.1 0.103
O 3.612106 4.621765 1.829266 -0.5 1.0 -0.9 0.068
O 1.993423 -3.073686 0.058253 0.8 0.4 0.7 -0.320
C 0.030537 -3.120851 -3.322748 -0.4 -1.4 -0.5 -0.184
C -0.815190 -3.309850 3.974910 -0.2 -0.5 -0.2 -0.049
C -0.817280 1.816858 -3.279239 -0.8 0.1 -0.6 -1.079
C 3.160542 3.431716 -0.391957 -0.3 1.0 -0.6 -0.201
H 0.980762 -2.289917 3.807271 -0.1 -0.1 -0.8 0.120
N -1.414378 -0.027706 -6.299683 0.7 3.5 3.8 0.104
O 0.544213 1.944583 1.270345 -0.6 -0.1 0.9 -0.314
H -4.422161 3.311411 2.555363 0.5 -0.2 -0.2 0.091
C 0.554151 -1.628081 -1.636664 -1.3 -0.9 -3.1 -0.487
C 0.225750 -2.206619 -4.338314 0.1 1.2 0.4 -0.074
P -0.380347 1.316802 2.309072 -0.1 -0.5 0.8 0.253
O 3.008873 5.813479 0.010214 0.3 -1.6 1.3 0.060
O 2.019114 -1.033280 1.618755 -0.3 -1.2 -0.3 -0.348
C -1.861887 -3.999918 3.377368 0.4 0.3 -0.8 -0.363
H -3.641060 -5.036154 3.677622 1.1 0.9 0.6 0.106
C 0.829191 -1.033393 -3.887186 -0.4 -0.9 0.2 -0.175
N 0.363256 -1.161820 -0.349108 1.6 -0.7 1.1 -0.134
H 3.650569 3.750703 2.234567 -0.1 -0.6 -0.9 0.089
O -2.226113 4.567029 1.878501 -0.4 -2.1 0.2 -0.312
P -2.436476 3.078974 1.776147 1.7 1.9 -3.1 0.283
H -2.784108 -4.592137 1.528859 0.5 0.1 0.1 0.111
H 2.571618 1.875706 0.615156 -0.1 -0.8 0.3 0.031
H 3.860480 3.559909 -1.274257 -0.9 0.3 1.1 0.144
S 1.322366 -2.037113 0.807280 -1.9 1.8 -1.8 0.674
N 1.002255 -0.768919 -2.602758 0.3 -0.1 1.8 0.111
C -1.196659 0.825412 -5.466893 -1.0 -3.9 -4.8 -0.321
C -0.505519 3.109258 -5.476086 1.8 1.0 -0.5 -0.252
H -0.183430 -2.247353 -5.343400 0.5 -0.5 0.0 0.080
H -0.919544 -3.590820 0.096292 -0.1 0.4 1.6 0.123
C -1.909588 -4.114850 1.989033 0.0 0.3 -0.2 -0.032
```
Positions in Å, forces in eV/Å.

Properties
**LUMO level**: 0.14508 Eh
**2S+1**: 1
**Total charge**: -2
**Orbital gap**: 6.76 eV
**HOMO energy**: -2.81 eV



This record from OMol25 describes the molecule C16H16N2O3. The level of theory is wB97M-V/def2-TZVPD.

Geometry as XYZ:
```
37
Properties=species:S:1:pos:R:3:forces:R:3:lowdin_charge:R:1
C -3.478671 1.144769 -0.299646 0.1 0.0 -0.1 0.002
C -3.801505 0.695474 2.033819 0.0 0.0 0.1 -0.081
O -1.570824 0.358852 -1.460947 -0.1 0.4 0.3 -0.063
H 4.187316 2.808244 0.495192 -0.1 0.0 0.0 0.094
H 1.630126 -2.432673 0.952254 0.0 0.0 0.0 0.102
O -0.377483 -1.874710 1.589221 0.0 -0.1 0.1 0.083
C -2.603194 0.007569 2.059743 0.0 0.0 -0.1 -0.012
C 2.334649 -1.666925 0.673981 -0.1 -0.2 0.0 0.004
C 2.790557 0.646065 0.119162 -0.1 -0.4 0.0 -0.076
H -3.808019 1.576468 -1.232090 0.0 0.0 -0.1 0.121
H -2.245842 -0.446814 2.971912 0.0 -0.1 0.1 0.121
C -0.499880 -0.797803 1.040531 0.1 0.2 0.0 -0.428
H 4.844068 1.058241 -0.354239 0.0 0.1 0.0 0.106
C 4.577548 -0.983738 0.163564 0.2 0.0 0.0 -0.087
H -2.333411 -2.585693 -2.899243 0.0 -0.1 0.0 0.076
H -3.057789 -1.002203 -3.220980 -0.1 0.0 -0.1 0.079
C 4.134138 0.307801 -0.037523 -0.1 0.0 0.0 -0.043
O 1.186429 2.361952 -0.336809 -0.2 0.0 -0.1 0.054
C 1.867613 -0.370998 0.446202 0.3 -0.1 0.0 -0.141
C -1.312106 -0.944709 -1.954856 -0.1 -0.5 -0.3 -0.232
C 2.334467 2.048830 -0.052444 0.1 0.2 0.0 -0.468
H 4.014003 -2.976440 0.711016 0.0 -0.1 0.0 0.107
H -3.279846 -1.772638 -1.644933 -0.1 -0.1 0.0 0.078
H -5.158513 1.829372 0.825243 -0.1 0.0 0.0 0.104
C 3.674055 -1.966305 0.538903 0.0 0.2 -0.1 -0.067
H -4.396084 0.779497 2.930671 0.0 0.0 0.1 0.102
H -0.600661 -0.793032 -2.770234 0.0 -0.1 0.1 0.129
H -0.842888 -1.575028 -1.190004 0.0 0.1 -0.1 0.111
C -1.817052 -0.100059 0.918508 -0.2 -0.1 -0.3 -0.070
H 2.977476 3.966542 0.060796 0.0 -0.1 0.0 0.116
C -2.275105 0.447616 -0.285720 -0.1 0.0 0.2 -0.235
N 3.271046 3.006763 0.138577 0.2 0.3 0.0 0.172
H 5.621416 -1.223423 0.029792 0.1 0.0 0.0 0.101
C -2.580468 -1.621014 -2.465045 0.3 0.3 0.2 -0.056
C -4.228950 1.280467 0.853353 0.0 0.0 0.0 -0.075
N 0.521338 -0.057210 0.517983 -0.2 0.4 -0.1 0.159
H 0.302057 0.866884 0.134296 0.0 -0.2 0.1 0.115
```
Positions in Å, forces in eV/Å.

Properties
**LUMO level**: 0.01839 Eh
**2S+1**: 1
**Total charge**: 0
**Orbital gap**: 9.04 eV
**HOMO energy**: -8.54 eV
**Structure (SMILES)**: CCOc1ccccc1C(=O)Nc1ccccc1C(N)=O



This record from OMol25 describes the molecule C16H16N4O3S2 in a non-equilibrium geometry. The level of theory is wB97M-V/def2-TZVPD.

Geometry as XYZ:
```
41
Properties=species:S:1:pos:R:3:forces:R:3:lowdin_charge:R:1
H 1.190188 -2.555883 2.840609 0.0 0.0 0.0 0.096
H -1.333151 1.231228 -3.342065 0.0 -0.2 0.1 0.142
C -0.175586 -1.363930 -0.273456 0.6 0.5 -0.1 -0.657
C -3.577193 0.498292 -1.916095 -0.3 0.0 0.1 -0.262
H -2.011774 1.785908 -1.175951 0.1 0.0 0.0 0.108
H 7.107878 0.089397 -0.930460 0.1 0.0 0.0 0.081
H -6.913962 1.742985 1.304662 -0.1 0.0 0.0 0.072
C -3.775797 1.915519 0.006905 -0.2 -0.1 0.0 -0.033
S 4.096368 1.532470 0.737913 -0.1 -0.7 0.0 1.083
H -5.307954 -0.640468 -2.404775 -0.1 -0.1 -0.1 0.118
H -5.470338 1.620292 2.314180 -0.1 0.0 0.1 0.083
C -0.756494 -0.254104 -1.959647 0.6 0.4 0.1 -0.336
N 3.760040 -0.995719 1.051938 -0.6 -0.2 0.5 0.035
N 0.312215 0.299229 -1.494772 -0.8 0.7 -1.3 0.114
C -5.867002 2.024435 1.382921 0.1 0.0 0.0 -0.055
O -1.124744 -1.333775 -1.228730 -0.1 -0.1 0.0 0.107
C 1.196205 -1.959142 1.928719 -0.4 -0.1 -0.6 -0.343
C -5.082358 1.499663 0.218883 0.1 0.1 0.0 -0.287
H 5.459532 -1.716549 0.067559 0.2 -0.1 -0.1 0.114
N 2.046252 0.344078 2.017217 0.0 0.7 0.5 0.092
H 6.188957 1.474400 -1.542097 0.1 0.0 -0.1 0.077
H -3.329131 2.632161 0.680708 0.1 0.1 0.1 0.117
C -1.556522 0.174319 -3.142883 0.1 -0.1 -0.2 -0.111
C -4.890027 0.079883 -1.719584 0.2 0.0 -0.2 0.000
O -0.017362 -0.064565 2.766203 -0.1 0.0 0.1 0.072
H 2.116905 -2.117045 1.368709 -0.2 -0.1 0.2 0.051
H 1.825046 1.317522 2.197543 -0.1 -0.3 0.0 0.146
H -1.260255 -0.417275 -4.016755 0.0 0.2 0.1 0.144
H -6.645161 0.239362 -0.526482 -0.1 0.0 0.0 0.110
S -0.226626 -2.557494 0.959614 -0.1 -0.4 0.4 1.040
C 0.993635 -0.500437 2.271755 0.0 0.0 0.2 -0.554
C 3.207069 0.132625 1.323294 0.7 0.4 -0.4 -0.625
C -3.022728 1.429661 -1.048557 0.2 0.0 -0.2 -0.011
C 4.912847 -0.836592 0.353376 0.4 0.7 -0.3 -0.185
N 0.696301 -0.410524 -0.413679 0.0 -1.1 0.9 0.067
C -5.628820 0.578127 -0.666117 0.1 0.0 0.0 -0.041
C 5.283797 0.439637 0.081311 -0.2 -0.2 0.1 -0.580
H 7.060513 1.606894 -0.016765 0.1 0.0 0.0 0.075
H -5.797515 3.109547 1.435239 -0.1 0.1 0.1 0.078
O -2.927712 -0.066929 -2.989784 -0.3 0.0 0.1 -0.032
C 6.481389 0.930582 -0.644362 0.0 0.2 0.0 -0.110
```
Positions in Å, forces in eV/Å.

Properties
**LUMO level**: 0.02327 Eh
**2S+1**: 1
**Total charge**: 0
**Orbital gap**: 9.05 eV
**HOMO energy**: -8.42 eV
**Structure (SMILES)**: Cc1ccc(OCc2nnc(SCC(=O)Nc3ncc(C)s3)o2)cc1



This record from OMol25 describes the molecule C16H16N4OS2 in a non-equilibrium geometry. The level of theory is wB97M-V/def2-TZVPD.

Geometry as XYZ:
```
39
Properties=species:S:1:pos:R:3:forces:R:3:lowdin_charge:R:1
H 5.518961 -3.019142 0.050506 0.0 -0.1 0.0 0.076
C -0.883757 -2.246487 -0.118308 0.3 -0.1 -0.2 -0.129
H 6.102640 -1.920844 1.298560 0.1 -0.1 0.0 0.086
H -4.908249 -2.149238 -1.856427 -0.1 -0.2 0.0 0.102
N -1.164330 -1.193496 0.691132 0.1 0.2 0.4 0.063
H 1.693889 1.355332 -0.633089 -0.1 0.0 0.0 0.091
H -1.916649 1.145334 -2.032138 0.0 0.0 0.2 0.165
H -1.226077 2.828598 1.620930 -0.1 0.0 -0.1 0.092
C 2.520528 0.687772 -0.443973 0.0 -0.1 -0.1 0.008
C -4.522871 -1.387739 -1.203605 -0.5 -0.1 0.6 -0.256
H -2.201040 1.324517 1.594353 0.1 0.1 0.0 -0.004
O -0.418208 2.543015 -0.886288 0.2 0.2 0.0 0.054
C 3.343115 -1.500730 0.151658 -0.2 0.1 0.0 0.021
C 4.650423 -1.059927 -0.002079 0.0 0.1 -0.1 -0.266
C 0.427644 -2.211418 -0.492566 -0.2 -0.4 -0.2 -0.044
H 4.570889 3.090435 -0.163100 0.0 0.1 0.0 0.085
C 4.091520 2.560213 -0.985405 0.0 0.0 0.0 -0.040
H 6.654533 -1.724888 -0.363070 0.1 0.0 0.0 0.077
C -4.968509 -1.114958 0.046209 0.1 0.1 0.0 -0.395
C 2.287800 -0.626968 -0.063773 0.7 0.2 -0.1 -0.204
C 3.822437 1.141179 -0.592008 0.0 -0.1 0.1 -0.254
C -3.124899 0.233547 -0.745503 -0.8 -0.1 0.9 -0.629
N 0.964160 -1.091087 0.083720 -0.4 0.0 0.0 -0.023
S 0.165328 0.922898 1.759667 -0.1 0.3 0.3 1.006
H 3.142262 -2.520231 0.447484 0.0 -0.1 0.0 0.122
H -5.750131 -1.585210 0.605979 -0.2 -0.2 0.1 0.056
N -3.500184 -0.616964 -1.639634 0.7 0.4 -0.5 0.051
S -4.065426 0.180952 0.732533 0.0 -0.1 -0.7 1.045
H 3.166190 3.072356 -1.233674 0.0 0.1 0.0 0.078
C -1.257559 1.891693 -0.302717 -0.2 0.0 -0.1 -0.546
H -1.646768 -2.951907 -0.377568 -0.1 -0.2 -0.1 0.099
N -2.134240 1.138683 -1.038302 0.3 0.3 -0.7 0.127
H 4.761164 2.600298 -1.842987 0.0 0.1 -0.1 0.082
C 4.873223 0.259766 -0.368335 -0.1 -0.1 0.0 -0.008
H 1.008026 -2.854879 -1.120320 0.2 -0.1 -0.1 0.118
C -1.326120 1.829528 1.199658 0.4 -0.4 0.1 -0.354
H 5.888824 0.610751 -0.485648 0.1 0.0 0.0 0.121
C 5.798521 -1.988115 0.253591 0.0 0.0 0.1 -0.049
C -0.046143 -0.518992 0.791603 -0.2 0.2 0.3 -0.626
```
Positions in Å, forces in eV/Å.

Properties
**LUMO level**: 0.02212 Eh
**2S+1**: 1
**Total charge**: 0
**Orbital gap**: 8.84 eV
**HOMO energy**: -8.24 eV
**Structure (SMILES)**: Cc1cc(C)cc(-n2ccnc2SCC(=O)Nc2nccs2)c1



Respective energy relative to the best compared isomer or geometry (same formula, charge and spin) values: 0.0 0.0 56.6 6.1 47.4 16.7 kcal/mol.